# C21H34CoN5O5S

C21H34CoN5O5S as an isolated structure (ωB97M-V/def2-TZVPD, the Open Molecules 2025 dataset).

```
67
Properties=species:S:1:pos:R:3:nbo_charge:R:1
Co -0.901 0.105 1.274 1.05
C -2.441 -0.535 3.554 -0.25
C -3.311 -0.762 2.338 -0.25
N -2.846 0.094 1.218 -0.56
C -3.411 1.462 1.132 -0.24
C -2.795 2.401 2.152 -0.55
S -0.981 2.209 2.103 0.49
C -0.526 1.825 3.832 -0.54
C -0.162 0.356 3.984 -0.25
N -1.025 -0.471 3.108 -0.53
H -2.575 -1.350 4.266 0.25
H -2.684 0.385 4.078 0.21
H -4.367 -0.594 2.554 0.24
H -3.195 -1.792 2.005 0.24
H -3.100 -0.385 0.358 0.42
H -4.498 1.439 1.242 0.24
H -3.188 1.827 0.130 0.23
H -3.149 2.243 3.168 0.24
H -3.029 3.429 1.882 0.27
H -1.345 2.163 4.465 0.25
H 0.339 2.440 4.072 0.28
H -0.250 0.040 5.026 0.24
H 0.856 0.195 3.657 0.27
H -0.632 -1.411 3.077 0.43
C -1.574 -0.190 -3.788 -0.59
C -0.663 0.889 -3.185 -0.17
C 0.805 0.653 -3.574 -0.59
C -1.124 2.293 -3.603 -0.59
C -0.757 0.789 -1.716 0.56
N -0.801 0.710 -0.573 -0.47
H -1.451 -0.173 -4.870 0.25
H -2.624 0.001 -3.563 0.22
H -1.310 -1.187 -3.432 0.21
H 0.876 0.703 -4.661 0.25
H 1.156 -0.330 -3.254 0.22
H 1.459 1.412 -3.151 0.24
H -1.130 2.338 -4.692 0.25
H -0.445 3.061 -3.233 0.23
H -2.133 2.508 -3.251 0.22
O 2.093 -1.606 1.163 -0.63
C 1.915 -0.425 0.929 0.78
O 0.933 0.266 1.480 -0.80
C 2.799 0.348 0.006 -0.11
C 2.523 1.676 -0.308 -0.21
C 3.312 2.356 -1.218 -0.20
C 4.379 1.685 -1.787 0.06
C 4.704 0.380 -1.469 -0.19
C 3.898 -0.292 -0.565 -0.17
N 5.200 2.399 -2.792 0.52
O 6.273 1.919 -3.072 -0.33
O 4.722 3.407 -3.269 -0.36
H 1.695 2.178 0.173 0.22
H 3.125 3.385 -1.491 0.26
H 5.568 -0.083 -1.922 0.27
H 4.112 -1.317 -0.291 0.25
C 0.966 -4.171 -0.995 -0.42
N 0.048 -3.595 -0.002 -0.33
C -0.415 -4.463 1.077 -0.42
C -0.208 -2.323 -0.036 0.58
O -0.978 -1.731 0.785 -0.73
H 1.308 -5.132 -0.624 0.24
H 1.830 -3.520 -1.114 0.23
H 0.460 -4.322 -1.947 0.22
H -0.877 -5.350 0.649 0.24
H -1.142 -3.936 1.686 0.22
H 0.442 -4.751 1.686 0.24
H 0.244 -1.774 -0.864 0.17
```

**Charge**: +2
**LUMO energy**: -0.246 Ha
**Energy relative to the best compared isomer or geometry (same formula, charge and spin)**: 0.00 kcal/mol
**HOMO-LUMO gap**: 7.93 eV

=====

# C21H34ErF3N7O4PS2

C21H34ErF3N7O4PS2 as an isolated structure (ωB97M-V/def2-TZVPD, the Open Molecules 2025 dataset).

```
73
Properties=species:S:1:pos:R:3:mulliken_spin:R:1
Er -15.282 6.803 -0.393 3.05
N -14.210 10.592 -0.256 0.00
C -15.517 10.199 -0.413 0.00
N -15.881 9.045 -0.964 0.00
C -17.262 9.083 -1.291 0.00
C -17.868 10.240 -0.902 0.00
S -16.794 11.354 -0.109 0.00
C -17.844 7.886 -1.950 0.00
C -19.135 7.779 -2.430 0.00
S -19.520 6.169 -3.002 0.00
C -17.856 5.760 -2.643 0.00
N -17.081 6.741 -2.095 -0.01
N -17.285 4.648 -3.092 0.00
H -13.521 9.874 -0.423 0.00
H -13.967 11.422 0.272 0.00
H -18.836 10.610 -1.221 0.00
H -19.897 8.550 -2.505 0.00
H -17.819 4.111 -3.763 0.00
H -16.280 4.590 -3.138 0.00
C -14.255 3.591 -0.372 0.00
O -15.261 4.586 -0.749 0.00
H -14.511 3.113 0.582 0.00
H -13.322 4.169 -0.346 0.00
H -14.083 2.842 -1.201 0.00
H -16.090 4.094 -0.998 0.00
F -13.583 6.961 -2.177 0.00
C -12.215 7.176 -1.893 0.00
F -11.616 5.999 -2.130 0.00
F -11.800 8.053 -2.781 0.00
C -12.156 7.611 -0.371 0.00
O -11.130 8.026 0.105 0.00
O -13.304 7.390 0.244 0.00
O -15.676 6.856 1.637 -0.03
P -16.451 6.673 2.933 0.00
N -16.685 8.174 3.545 0.00
C -17.596 8.451 4.704 0.00
C -16.665 8.961 5.819 0.00
C -15.658 9.785 5.025 0.00
C -15.429 8.969 3.767 0.00
N -15.675 5.548 3.838 0.00
C -15.316 5.652 5.232 0.00
C -14.631 4.371 5.583 0.00
C -14.312 3.634 4.280 0.00
C -15.190 4.263 3.218 0.00
N -17.898 5.992 2.528 0.00
C -18.761 6.667 1.545 0.00
C -20.110 5.883 1.649 0.00
C -20.050 5.159 3.007 0.00
C -18.595 4.810 3.141 0.00
H -18.106 7.514 4.958 0.00
H -18.273 9.273 4.364 0.00
H -16.234 8.076 6.271 0.00
H -17.163 9.624 6.555 0.00
H -14.751 10.024 5.532 0.00
H -16.111 10.753 4.776 0.00
H -14.577 8.269 3.956 0.00
H -15.185 9.567 2.878 0.00
H -16.237 5.716 5.846 0.00
H -14.635 6.493 5.430 0.00
H -15.193 3.716 6.253 0.00
H -13.752 4.621 6.146 0.00
H -14.352 2.471 4.302 0.00
H -13.252 3.766 4.031 0.00
H -16.053 3.555 2.961 0.00
H -14.676 4.502 2.241 0.00
H -18.365 6.535 0.529 0.00
H -18.888 7.719 1.755 0.00
H -20.091 5.167 0.851 0.00
H -20.985 6.537 1.464 0.00
H -20.701 4.317 2.978 0.00
H -20.382 5.737 3.887 0.00
H -18.383 3.874 2.479 0.00
H -18.358 4.573 4.163 0.00
```

**Charge**: +2
**LUMO energy (spin up / spin down)**: -0.196 / -0.196 Ha
**Energy relative to the best compared isomer or geometry (same formula, charge and spin)**: 16.06 kcal/mol
**Spin multiplicity**: 4
**HOMO-LUMO gap (spin up / spin down)**: 8.26 / 8.28 eV
**<S²>**: 3.7525

=====

# C21H34N5O4PdS

C21H34N5O4PdS as an isolated structure (ωB97M-V/def2-TZVPD, the Open Molecules 2025 dataset).

```
66
Properties=species:S:1:pos:R:3:nbo_charge:R:1
Pd 0.572 0.618 -0.041 0.45
C -0.855 1.906 2.824 -0.21
C -1.141 2.632 1.482 -0.22
N -1.382 1.716 0.377 -0.69
C -2.518 0.819 0.593 -0.23
C -2.253 -0.636 0.195 -0.24
N -0.887 -1.075 0.425 -0.68
C -0.593 -1.607 1.752 -0.22
C -0.786 -0.608 2.901 -0.20
N -0.146 0.667 2.757 -0.69
H -0.325 2.626 3.459 0.19
H -1.806 1.725 3.336 0.17
H -1.991 3.315 1.658 0.15
H -0.283 3.245 1.202 0.20
H -1.472 2.201 -0.515 0.44
H -2.795 0.870 1.646 0.18
H -3.397 1.162 0.036 0.19
H -2.975 -1.273 0.732 0.16
H -2.429 -0.749 -0.869 0.25
H -0.640 -1.720 -0.322 0.43
H -1.230 -2.478 1.988 0.15
H 0.445 -1.946 1.747 0.21
H -1.857 -0.438 3.045 0.18
H -0.447 -1.136 3.807 0.17
H 0.861 0.659 2.698 0.43
C 4.932 -0.323 0.968 -0.83
S 3.172 -0.738 1.014 1.26
O 2.721 -0.181 2.332 -1.03
C 2.576 0.335 -0.294 -0.42
C 2.309 1.742 -0.017 -0.39
C 2.496 2.681 -1.082 -0.20
C 2.881 2.285 -2.328 -0.23
C 3.134 0.903 -2.595 -0.27
C 2.992 -0.038 -1.621 -0.23
H 5.016 0.739 1.202 0.23
H 5.341 -0.528 -0.021 0.23
H 5.436 -0.923 1.725 0.22
H 2.407 2.126 0.996 0.23
H 2.329 3.732 -0.875 0.20
H 2.996 3.011 -3.124 0.19
H 3.437 0.603 -3.592 0.20
H 3.187 -1.086 -1.834 0.21
C 1.470 -1.591 -6.118 -0.62
C 0.955 -1.304 -4.713 -0.37
C -0.525 -0.863 -4.598 -0.27
C -1.468 -1.878 -5.259 -0.39
C -2.937 -1.544 -5.036 -0.61
C -0.684 0.474 -5.294 0.72
O -0.657 0.600 -6.508 -0.65
N -0.826 1.552 -4.477 -0.66
C -1.126 1.509 -3.094 0.79
O -1.422 2.584 -2.571 -0.69
N -1.093 0.338 -2.446 -0.71
C -0.821 -0.811 -3.082 0.70
O -0.800 -1.897 -2.490 -0.71
H 2.533 -1.843 -6.072 0.20
H 1.348 -0.734 -6.778 0.22
H 0.956 -2.438 -6.574 0.20
H 1.572 -0.538 -4.239 0.22
H 1.045 -2.195 -4.087 0.22
H -1.236 -2.857 -4.836 0.22
H -1.252 -1.902 -6.328 0.21
H -3.182 -1.542 -3.972 0.21
H -3.583 -2.275 -5.527 0.20
H -3.185 -0.560 -5.444 0.20
H -0.936 2.453 -4.917 0.41
```

**Charge**: -1
**LUMO energy**: 0.101 Ha
**HOMO-LUMO gap**: 6.67 eV

=====

# C21H35Cl3F6N4O6P2S4Sn

C21H35Cl3F6N4O6P2S4Sn as an isolated structure (ωB97M-V/def2-TZVPD, the Open Molecules 2025 dataset).

```
82
Properties=species:S:1:pos:R:3:mulliken_charge:R:1
Sn -1.758 -0.675 -0.048 0.46
Cl 6.433 -0.385 1.155 -0.09
C 4.910 -1.117 1.680 0.68
Cl 5.168 -2.092 3.142 -0.11
Cl 3.701 0.128 1.988 -0.02
C 4.430 -2.011 0.625 -0.22
N 4.049 -2.729 -0.184 -0.34
F -1.465 4.896 2.209 -0.18
C -2.391 4.101 1.720 0.38
F -3.410 4.050 2.574 -0.23
F -2.832 4.543 0.555 -0.20
S -1.724 2.360 1.475 1.08
O -2.745 1.556 2.095 -0.72
O -0.460 2.437 2.373 -0.53
N -1.348 1.999 0.071 -0.65
S 1.067 5.073 -0.811 0.39
O 0.060 4.059 -0.195 -0.49
O 0.774 5.383 -2.215 -0.66
C 0.343 6.548 0.092 0.77
F -0.979 6.650 -0.065 -0.24
F 0.891 7.671 -0.382 -0.23
F 0.623 6.488 1.403 -0.24
N -3.149 -1.190 2.938 -0.37
C -1.805 -1.331 3.179 0.44
C -1.332 -1.836 4.398 -1.01
C 0.021 -1.987 4.581 -0.64
C 0.901 -1.628 3.559 -0.89
C 0.366 -1.147 2.389 0.03
N -0.958 -1.017 2.190 0.69
H -3.732 -1.288 3.753 0.30
H -3.384 -0.367 2.394 0.18
H -2.038 -2.080 5.181 0.42
H 0.400 -2.368 5.521 0.42
H 1.971 -1.715 3.674 0.38
H 0.983 -0.853 1.549 0.36
C -1.037 -5.704 1.278 -1.42
C -1.123 -4.181 1.328 -0.24
P -0.808 -3.301 -0.252 0.57
C -1.802 -4.207 -1.493 -0.67
C -3.296 -4.181 -1.171 -1.28
C 0.928 -3.683 -0.671 0.14
C 1.258 -3.416 -2.139 -1.34
H -1.185 -6.124 2.274 0.45
H -0.065 -6.045 0.922 0.28
H -1.801 -6.130 0.627 0.29
H -0.390 -3.777 2.035 0.16
H -2.104 -3.863 1.691 0.40
H -1.433 -5.233 -1.577 0.47
H -1.612 -3.724 -2.454 0.45
H -3.512 -4.694 -0.232 0.29
H -3.868 -4.672 -1.957 0.41
H -3.666 -3.159 -1.080 0.25
H 1.147 -4.721 -0.409 0.57
H 1.545 -3.053 -0.028 -0.49
H 0.744 -4.120 -2.794 0.37
H 2.331 -3.522 -2.294 0.43
H 0.977 -2.403 -2.429 0.25
C 3.800 1.027 -1.513 -0.97
C 2.643 1.894 -1.977 0.87
C 3.105 3.092 -2.776 -1.78
O 1.935 2.339 -0.791 -0.19
P 0.310 2.123 -0.571 0.53
S 1.053 2.167 1.547 -0.04
S 0.467 -0.051 -0.793 0.31
O -0.067 2.463 -2.094 -0.24
C -1.242 2.555 -2.917 0.51
C -1.968 1.226 -3.046 -1.06
C -2.184 3.684 -2.538 -1.36
H 4.385 0.692 -2.372 0.44
H 3.428 0.148 -0.986 -0.19
H 4.454 1.594 -0.848 0.34
H 1.961 1.296 -2.579 0.31
H 3.782 3.708 -2.182 0.32
H 2.260 3.699 -3.096 0.44
H 3.635 2.745 -3.666 0.43
H -0.799 2.799 -3.885 0.40
H -2.529 1.001 -2.137 -0.14
H -1.275 0.411 -3.254 0.21
H -2.687 1.297 -3.864 0.60
H -2.762 3.439 -1.649 0.17
H -2.878 3.828 -3.371 0.56
H -1.637 4.607 -2.382 0.23
```

**Charge**: 0
**LUMO energy**: -0.001 Ha
**Energy relative to the best compared isomer or geometry (same formula, charge and spin)**: 62.51 kcal/mol
**HOMO-LUMO gap**: 8.13 eV

=====

For reference, calculated total energy by record: -3251.00757, -3956.99646, -1921.52836, -5961.22349 hartree.
For reference, max |F| by record: 0.01295, 0.04792, 0.00634, 0.01939 Eh/bohr.